{"formula": "C60H90O28P2", "method": "ωB97M-V with the def2-TZVPD basis set", "e_lumo_ev": [-3.26, -7.07], "charge": 1, "homo_energy_ev": [-9.3, -9.3], "spin_multiplicity": 2, "symbols": ["C", "C", "C", "C", "C", "C", "O", "O", "H", "H", "H", "H", "H", "H", "C", "C", "C", "C", "C", "C", "O", "O", "H", "H", "H", "H", "H", "H", "C", "C", "C", "C", "C", "C", "O", "O", "H", "H", "H", "H", "H", "H", "C", "C", "C", "C", "C", "C", "O", "O", "H", "H", "H", "H", "H", "H", "C", "C", "C", "C", "C", "C", "O", "O", "H", "H", "H", "H", "H", "H", "C", "C", "C", "C", "C", "C", "O", "O", "H", "H", "H", "H", "H", "H", "C", "C", "C", "C", "C", "C", "O", "O", "H", "H", "H", "H", "H", "H", "C", "O", "P", "O", "O", "C", "O", "C", "H", "H", "H", "H", "H", "H", "H", "H", "H", "C", "O", "P", "O", "O", "C", "O", "C", "H", "H", "H", "H", "H", "H", "H", "H", "H", "C", "O", "C", "C", "O", "C", "H", "H", "H", "H", "H", "H", "H", "H", "H", "H", "C", "O", "C", "C", "O", "C", "H", "H", "H", "H", "H", "H", "H", "H", "H", "H", "C", "O", "C", "C", "O", "C", "H", "H", "H", "H", "H", "H", "H", "H", "H", "H"], "positions_angstrom": [[1.23130, 2.20661, 4.73110], [-0.13655, 2.17453, 4.98092], [-0.57669, 2.53112, 6.21688], [0.23721, 3.02379, 7.20616], [1.59141, 3.07676, 7.00557], [2.05026, 2.69452, 5.77111], [3.38975, 2.83531, 5.54110], [-1.91851, 2.49248, 6.40102], [1.59924, 1.77378, 3.81258], [-0.83421, 1.87549, 4.21265], [-0.22036, 3.26063, 8.15533], [2.29610, 3.36887, 7.77009], [3.68621, 2.83070, 6.45416], [-2.38585, 2.49649, 5.56247], [-4.64129, 4.43573, 2.18424], [-4.50676, 3.61969, 3.31000], [-3.79096, 2.44930, 3.15491], [-3.19511, 2.12034, 1.91784], [-3.46039, 2.85849, 0.79288], [-4.23719, 4.00043, 0.91254], [-4.58253, 4.75880, -0.19921], [-3.54930, 1.65509, 4.25080], [-5.30678, 5.28587, 2.15632], [-4.84409, 3.92161, 4.29054], [-2.59401, 1.22360, 1.88725], [-3.08658, 2.50677, -0.15736], [-4.99747, 5.59901, 0.00928], [-3.34673, 0.77394, 3.92809], [-0.33824, 1.31869, 0.04137], [0.83860, 1.10029, 0.76555], [1.44055, -0.14011, 0.77507], [0.82812, -1.22151, 0.11855], [-0.28786, -0.98665, -0.67496], [-0.84789, 0.25794, -0.72128], [-2.02770, 0.46798, -1.43361], [2.58004, -0.32522, 1.50973], [-0.61622, 2.36178, 0.07431], [1.14899, 1.86719, 1.45976], [1.20490, -2.22852, 0.22042], [-0.80660, -1.79508, -1.16868], [-1.86648, 0.24364, -2.35300], [2.55428, -1.27743, 1.62902], [0.33123, -1.31176, 5.05743], [-0.45522, -1.08461, 3.92527], [-1.83829, -1.03802, 4.20777], [-2.37604, -1.04987, 5.51735], [-1.55858, -1.17043, 6.60192], [-0.21025, -1.34107, 6.36877], [0.62810, -1.45823, 7.39804], [-2.80706, -0.85261, 3.30804], [1.38220, -1.54247, 4.96446], [-0.08600, -1.05944, 2.91066], [-3.41429, -0.87269, 5.75617], [-1.99787, -1.01271, 7.57586], [1.48706, -1.05959, 7.24027], [-3.46770, -1.50608, 3.54913], [-2.84002, -5.78353, -1.25307], [-3.04090, -4.41759, -1.27268], [-4.36964, -3.97027, -1.08697], [-5.41529, -4.89481, -1.05592], [-5.16145, -6.27577, -1.11048], [-3.86700, -6.70432, -1.14280], [-3.55505, -8.01017, -1.07836], [-4.63887, -2.63229, -1.20134], [-1.83754, -6.18380, -1.28815], [-2.18065, -3.82687, -1.55090], [-6.44246, -4.57561, -0.95879], [-6.02086, -6.91887, -1.22984], [-2.67206, -8.09205, -0.71064], [-5.58045, -2.49422, -1.07504], [-0.53495, -5.04633, -5.90317], [-0.25046, -4.25594, -4.73957], [0.12471, -4.82329, -3.57842], [0.29731, -6.18920, -3.55366], [0.12234, -7.01038, -4.69566], [-0.39022, -6.42234, -5.83431], [-0.51801, -7.14308, -6.94072], [0.25545, -4.01730, -2.46739], [-0.77422, -4.63480, -6.87260], [-0.48697, -3.20297, -4.78105], [0.62643, -6.50569, -2.57493], [0.48018, -8.02754, -4.75683], [-0.88133, -6.61743, -7.65716], [0.18858, -3.07926, -2.66028], [-1.79515, 4.04629, -2.40275], [-0.57374, 3.55234, -2.66303], [0.14198, 4.21678, -3.73924], [-0.43840, 5.28429, -4.44262], [-1.72603, 5.72569, -4.12026], [-2.38888, 5.07962, -3.11067], [-3.70374, 5.35604, -2.81501], [1.39145, 3.72024, -4.08629], [-2.34528, 3.50455, -1.64758], [-0.12308, 2.69048, -2.19344], [0.18347, 5.80082, -5.15877], [-2.21240, 6.60986, -4.50505], [-3.86962, 5.13904, -1.89468], [1.78057, 4.05995, -4.89548], [6.46476, 4.17261, 5.41150], [5.92093, 4.20920, 4.16274], [6.67428, 3.80973, 2.76188], [7.72922, 4.77871, 2.45997], [5.44693, 3.61761, 1.67199], [4.18434, 3.01985, 2.01198], [7.26520, 2.38090, 3.01186], [7.57462, 1.58735, 1.91003], [6.51280, 5.18386, 5.81542], [7.47946, 3.79360, 5.28963], [5.87901, 3.49229, 6.02969], [3.40735, 3.76815, 2.16828], [4.23031, 2.62690, 3.02765], [3.92365, 2.11279, 1.46667], [8.23124, 0.81287, 2.30642], [8.06732, 2.15711, 1.12217], [6.71193, 1.05264, 1.51258], [3.85105, -5.64037, 3.41663], [2.57749, -5.58835, 2.79246], [1.91085, -4.05941, 2.66058], [2.73244, -3.17010, 1.76434], [0.33010, -4.26756, 2.18420], [-0.07173, -4.55580, 0.88557], [1.91663, -3.60263, 4.17882], [1.23227, -4.40632, 5.15686], [4.39677, -4.73400, 3.67887], [4.44715, -6.13878, 2.65220], [3.88739, -6.31444, 4.27244], [0.80483, -4.59188, 0.23871], [-0.85860, -3.87563, 0.55950], [-0.53827, -5.53330, 0.76334], [0.64376, -3.85986, 5.89383], [1.95555, -4.84295, 5.84557], [0.56059, -5.17674, 4.77817], [2.41721, -1.40971, -2.87654], [1.26831, -1.49319, -3.70281], [0.74528, -0.25142, -4.22953], [-0.69962, -0.41420, -4.87144], [-1.63357, -0.70765, -3.74814], [-2.83310, -1.20807, -4.27505], [2.32416, -2.28089, -2.22809], [2.29524, -0.52550, -2.25092], [3.36661, -1.39500, -3.41180], [1.44077, 0.21856, -4.92487], [0.60661, 0.48445, -3.43746], [-0.73196, -1.30113, -5.50422], [-0.96051, 0.54002, -5.32915], [-2.69524, -1.98788, -5.02405], [-3.42211, -0.42827, -4.75784], [-3.51596, -1.45441, -3.46196], [4.61557, 0.11627, -1.06858], [5.29625, 0.18280, -2.30755], [5.86660, 1.45754, -2.52525], [6.51041, 1.60813, -3.93590], [7.36907, 2.74940, -4.06042], [7.89703, 3.08354, -5.39306], [3.80141, 0.84043, -1.09771], [5.12566, 0.42219, -0.15517], [4.16737, -0.82597, -0.75331], [6.64423, 1.58662, -1.77244], [5.11599, 2.22806, -2.34923], [5.74655, 1.72459, -4.70470], [7.09658, 0.71743, -4.16210], [8.52986, 3.94343, -5.17346], [7.13082, 3.36630, -6.11492], [8.40594, 2.16520, -5.68591], [-8.60524, 2.71377, -1.31402], [-7.68429, 2.54816, -2.41114], [-6.32116, 2.62119, -2.17763], [-5.66572, 1.34391, -2.86365], [-5.69093, 1.56820, -4.30741], [-4.67464, 2.54126, -4.83349], [-8.38332, 1.90389, -0.61907], [-9.67995, 2.71952, -1.49582], [-8.53478, 3.69045, -0.83523], [-5.99197, 2.60275, -1.13869], [-5.90948, 3.53498, -2.60615], [-6.12680, 0.38157, -2.64135], [-4.64368, 1.29820, -2.48757], [-4.48948, 2.36503, -5.89310], [-3.65023, 2.46023, -4.47002], [-4.97071, 3.57427, -4.65089]], "forces_ev_per_a": [[-0.26, 0.30, 1.10], [1.73, -0.23, -0.91], [-1.60, 0.66, -0.44], [-0.47, -0.47, 1.08], [-0.57, -0.22, -0.23], [0.12, -0.42, -1.91], [0.32, -0.50, 0.21], [-0.67, 0.34, 1.41], [0.46, 0.31, -0.05], [-0.06, -0.21, 0.00], [0.02, 0.18, 0.07], [-0.06, 0.25, 0.14], [1.13, 0.21, -0.13], [-0.11, -0.38, -0.21], [-0.88, -0.82, -1.01], [0.57, 0.46, -0.56], [0.97, -0.31, -0.29], [-0.71, -0.26, 1.23], [-0.23, 0.35, -0.58], [0.06, 0.73, 1.37], [0.61, -0.34, -1.00], [-0.53, 1.00, -0.15], [0.10, 0.37, 0.55], [-0.22, -0.01, -0.03], [0.08, -0.07, -0.25], [-0.04, -0.07, -0.09], [-0.13, -0.05, 0.57], [0.25, -0.68, -0.13], [1.62, -0.65, -0.13], [-0.82, 0.03, 0.13], [-0.07, -0.53, 0.15], [0.01, 0.62, -0.35], [0.33, -0.67, 0.71], [-1.34, 1.90, -0.10], [0.26, 0.86, 0.99], [-0.79, 0.35, -0.29], [-1.02, -0.17, -0.28], [0.48, 0.15, -0.18], [0.26, 0.06, -0.04], [0.03, -0.10, -0.11], [0.00, -0.61, -0.70], [1.02, -1.00, 0.51], [-0.60, 0.05, 0.52], [-1.73, -0.63, 1.39], [1.09, 0.24, 2.65], [1.23, -0.06, -0.45], [0.16, 0.09, 0.24], [0.61, 0.72, -2.10], [0.67, -0.43, 1.83], [-1.25, 0.05, -2.80], [0.11, 0.38, -0.09], [0.07, 0.03, -0.03], [-0.29, 0.01, -0.64], [0.38, -0.31, 0.27], [-0.01, 0.01, -0.28], [-0.48, 0.06, -0.45], [0.25, 0.20, 0.35], [-1.08, -0.39, 0.06], [0.27, -0.38, -1.13], [0.86, -0.54, 0.27], [-1.08, 1.21, -0.24], [0.62, 0.45, 0.12], [-0.24, -1.22, 0.04], [0.33, 0.37, 0.28], [0.27, 0.08, -0.30], [-0.21, 0.57, 0.33], [-0.10, 0.22, -0.16], [0.17, -0.39, 0.39], [0.10, -0.16, -0.13], [-0.11, 0.02, 0.01], [0.47, 0.65, 1.99], [-1.68, 0.06, -3.55], [-0.43, 0.62, 0.14], [0.49, -0.69, 0.25], [0.19, 0.97, 1.44], [0.92, 1.45, 0.26], [-0.31, -1.56, -1.17], [0.25, -1.28, 1.04], [-0.20, 0.45, 0.08], [0.32, 0.13, 0.01], [0.22, -0.89, -0.09], [-0.32, -0.16, 0.35], [-0.01, 0.05, -0.02], [0.09, 0.23, -0.74], [0.37, -2.05, 1.65], [1.40, 0.88, -1.66], [2.04, -1.62, -0.46], [-1.17, 1.06, 0.19], [1.79, 0.60, -1.21], [-3.64, -0.19, 1.37], [2.97, 0.75, -1.77], [-2.69, 0.28, 1.62], [-0.36, 0.21, 0.07], [-0.11, -0.03, 0.23], [-0.18, 0.12, -0.21], [0.24, -0.02, -0.56], [-0.56, -0.78, 1.20], [-0.16, 0.54, -0.32], [1.55, -0.33, 0.92], [-1.42, -0.68, -4.24], [-1.47, 1.70, 1.22], [-0.61, -0.17, -0.85], [1.23, 0.38, 0.91], [0.28, -0.45, 2.24], [-0.94, -0.05, 1.03], [0.73, -1.37, -0.54], [-0.11, -0.10, 0.21], [0.23, -0.04, 0.76], [0.11, 0.15, 0.21], [-0.03, 0.13, -0.97], [0.33, -0.10, 0.30], [0.11, 0.57, -0.89], [0.24, 0.09, -0.30], [0.06, -0.05, 0.00], [-0.27, 0.29, -0.03], [1.63, -1.34, -0.73], [-2.19, 2.62, -0.11], [0.60, -1.40, -1.40], [-1.52, -0.94, 1.43], [2.70, 0.36, 3.04], [0.07, -0.70, -1.78], [-1.10, -0.05, -0.58], [-0.12, -0.65, 1.58], [-0.74, 0.46, -0.16], [0.44, 0.06, 0.15], [-0.63, 0.13, 0.15], [-0.25, 0.45, -0.43], [0.43, 0.44, 0.02], [0.10, -0.30, 0.69], [-0.15, 0.96, -0.76], [0.45, -0.39, -0.59], [0.35, 0.09, -0.51], [-0.73, 0.30, 0.41], [-1.36, 0.78, -1.29], [-0.86, -0.77, 0.12], [1.35, -0.80, 2.75], [1.60, 0.29, -1.68], [-1.56, 0.62, -0.01], [0.46, -0.03, -0.01], [0.37, 0.10, 0.11], [-0.09, 0.04, -0.14], [0.06, -0.23, -0.40], [0.10, 0.02, 0.55], [0.01, 0.44, -0.47], [-0.20, -0.20, -0.34], [0.10, -0.37, 0.38], [0.20, 0.46, -0.49], [0.45, -0.75, 0.21], [-0.85, 1.05, 0.56], [0.06, -0.87, -0.03], [0.86, 0.51, 0.01], [0.14, 0.18, -0.57], [-0.47, 0.56, 0.38], [-0.71, -1.09, 2.12], [-0.48, 0.11, -0.07], [1.10, 0.15, -0.26], [0.32, -0.43, -1.01], [0.26, 0.33, 0.03], [-0.15, 0.24, -0.11], [-0.40, -0.34, -0.03], [-0.06, -0.33, 0.03], [0.22, -0.33, -0.36], [-0.24, -0.11, 0.06], [0.45, 0.40, -0.63], [1.09, 0.07, 0.56], [-2.30, 0.52, -0.10], [0.66, -2.18, -0.15], [0.32, 2.74, -0.75], [2.08, 0.62, -0.21], [-1.01, -1.02, 0.60], [-0.19, 0.17, 0.44], [0.23, -0.68, -1.30], [0.78, 0.13, 0.25], [-0.48, 0.02, 0.47], [0.13, 0.05, -0.23], [-0.44, 0.35, -0.14], [0.43, -0.13, -0.16], [-0.91, -0.09, -0.11], [0.05, -0.59, 1.01], [-0.32, -0.05, -0.14]]}